This record from OMol25 describes a 17-piece molecular cluster, H33O17 overall in a non-equilibrium geometry. The level of theory is ωB97M-V with the def2-TZVPD basis set.

```
! wB97M-V def2-TZVPD RIJCOSX def2/J DEFGRID3
* xyz -1 1
O -3.10 -1.67 -1.16
O -2.10 -3.62 0.30
O 2.91 -3.35 1.88
O 2.06 0.59 0.08
O -4.27 0.83 -1.78
O -2.32 0.36 3.89
O 3.14 -0.51 -1.91
O -1.40 1.51 -3.07
O -1.49 -1.79 5.03
O 0.70 -1.74 -0.24
O 5.17 1.31 2.67
O -0.51 0.48 0.25
O -3.45 1.17 0.61
O 1.03 2.61 -2.33
O -0.99 1.48 5.81
O 1.04 1.60 -5.16
O 2.74 -0.20 -4.61
H -0.31 0.97 -0.56
H 0.55 0.35 0.69
H -0.86 1.44 -3.80
H 1.82 3.09 -2.53
H -1.39 -4.17 0.48
H -2.19 -3.34 -0.68
H -2.06 -1.18 5.62
H -2.46 0.39 2.99
H 2.90 -4.28 1.68
H 2.30 -2.94 1.17
H -0.82 1.72 -2.28
H 1.12 -0.84 0.06
H 2.38 0.01 -3.76
H -1.43 0.13 3.98
H -2.15 -2.39 4.52
H -3.57 -1.99 -1.91
H 0.84 1.32 -4.25
H -0.07 -1.47 -0.71
H -1.42 2.31 5.64
H -3.90 1.49 -1.18
H -2.44 0.83 0.76
H -3.84 1.20 -2.49
H 3.52 0.15 -4.23
H -3.39 -0.75 -1.14
H -0.05 1.43 5.48
H 4.32 0.99 2.48
H 2.55 1.42 0.37
H -3.93 0.55 0.94
H 5.34 2.08 2.18
H 2.56 -0.13 -1.07
H 4.08 -0.54 -1.88
H 1.19 2.13 -1.52
H 1.70 0.95 -5.32
*
```

The LUMO energy comes out at 2.375 eV. As for the energy above the lowest of the compared OMol25 structures with the same formula, charge and spin: 538.8 kJ/mol. As for the calculated total energy: -1298.78916 a.u. The molar mass is 305.247 g/mol. As for the orbital gap: 9.3 eV.